No. 1
Formula: C18H47B2O6
Source: OMol25
Level of theory: the ωB97M-V functional and the def2-TZVPD basis

Element x y z (Å)
O: -3.016 -2.648 -1.680
O: -5.805 -0.812 1.141
O: -8.280 -0.143 -0.284
O: 8.719 -2.067 -0.949
O: 5.665 1.197 0.941
O: -1.343 -3.652 -0.360
C: -1.330 0.978 -1.047
C: -1.647 1.912 0.144
C: -2.628 1.329 1.185
C: 3.056 1.577 -0.084
C: -2.690 0.624 -1.681
C: -4.024 1.976 1.163
C: 1.747 1.511 -0.912
C: -0.701 -1.592 -1.819
C: -5.245 -1.342 2.335
C: 5.483 0.936 -0.438
C: 4.304 1.705 -0.972
C: -0.300 -0.888 0.787
C: 9.246 -0.955 -1.667
C: 0.458 -0.039 1.835
C: 6.361 0.154 1.588
C: -0.149 -0.107 3.254
C: 1.265 0.065 -1.142
C: -7.594 -0.014 -1.531
B: -1.694 -2.644 -1.281
B: -0.340 -0.311 -0.758
H: 3.172 0.684 0.521
H: 0.645 -0.178 3.990
H: -1.001 -1.214 -2.793
H: -4.011 2.983 0.761
H: -2.782 0.275 1.005
H: -0.869 1.620 -1.803
H: 1.463 -0.434 1.941
H: 7.157 0.539 2.216
H: 9.644 -0.241 -0.951
H: -6.622 -0.510 -1.492
H: -5.758 -2.261 2.638
H: -2.191 1.496 2.162
H: -4.651 1.346 0.552
H: 5.327 -0.123 -0.629
H: -4.200 -1.570 2.138
H: 1.424 -0.172 -2.194
H: 4.049 1.329 -1.958
H: -0.765 -0.995 3.362
H: -7.440 1.046 -1.711
H: 10.046 -1.284 -2.337
H: -5.299 -0.613 3.149
H: 0.236 -2.129 -2.004
H: 8.456 -0.475 -2.250
H: 4.573 2.749 -1.111
H: -8.412 -1.084 -0.126
H: -8.190 -0.433 -2.347
H: -2.573 0.240 -2.689
H: -3.300 1.525 -1.757
H: -0.768 0.760 3.455
H: 0.576 1.007 1.562
H: 6.389 1.278 -0.947
H: 8.366 -2.687 -1.594
H: 3.032 2.409 0.611
H: -1.275 -1.141 1.214
H: 6.835 -0.469 0.831
H: -2.162 2.775 -0.283
H: -0.758 -4.290 -0.805
H: 1.879 -0.650 -0.598
H: -0.768 2.325 0.631
H: 1.988 1.975 -1.866
H: -3.234 -0.115 -1.101
H: -4.446 2.003 2.167
H: 5.681 -0.470 2.161
H: -6.731 -0.601 1.307
H: -3.516 -3.283 -1.142
H: 1.028 2.140 -0.397
H: 0.242 -1.830 0.747

Output
- Lowest unoccupied orbital energy: 2.381 eV
- Net charge: -1
- Multiplicity: 1
- Calculated total energy: -1215.210257 a.u.
- HOMO: -4.513 eV
- Max |F|: 0.0260 hartree/bohr

No. 2
Formula: C18H47Br2IN3O2P3
Source: OMol25
Level of theory: the ωB97M-V functional and the def2-TZVPD basis

Element x y z (Å)
I: 3.329 0.794 -3.394
Br: 3.664 2.071 -0.050
Br: 5.621 -0.606 -0.638
P: -0.031 0.420 0.174
P: 0.482 -1.188 -2.597
P: 1.487 0.498 -1.572
O: 1.224 2.741 -3.154
O: 0.037 3.089 -3.896
N: 0.239 1.601 1.187
N: -2.873 5.642 1.388
N: 1.559 -6.277 0.843
C: -3.676 7.295 -0.396
C: 1.029 -4.927 0.811
C: 1.204 -7.061 2.011
C: 0.841 2.241 -1.899
C: -3.533 5.998 2.629
C: 4.039 -5.941 1.396
C: 1.357 -3.995 1.987
C: -2.524 3.910 -0.342
C: 2.944 -6.426 0.437
C: -5.010 6.411 2.573
C: 2.792 0.353 -0.190
C: 3.752 -0.873 -0.157
C: 0.931 -1.309 -4.353
C: -0.299 -7.158 2.225
C: 3.251 -2.095 -0.894
C: -1.303 -0.772 -2.696
C: -2.554 6.739 0.491
C: -3.422 4.459 0.757
H: 3.822 -1.137 0.895
H: -2.477 4.571 -1.208
H: 1.357 -4.464 -0.123
H: -0.586 2.179 1.276
H: 5.011 -6.297 1.050
H: -4.225 6.500 -0.904
H: 0.198 -2.014 -4.753
H: -1.729 -1.542 -3.336
H: 1.915 -1.739 -4.481
H: 0.835 -0.382 -4.912
H: 2.267 -2.374 -0.515
H: -2.132 7.547 1.093
H: -1.508 3.762 0.029
H: -1.357 0.468 -0.293
H: 2.389 -3.646 1.961
H: -1.737 6.416 -0.159
H: -0.738 -6.202 2.510
H: 2.255 0.316 0.755
H: 4.093 -4.854 1.441
H: -4.390 7.896 0.165
H: -5.415 6.452 3.585
H: -0.244 2.231 -1.830
H: 1.182 -4.471 2.952
H: 1.240 2.884 -1.117
H: -3.246 7.937 -1.167
H: 3.917 -2.928 -0.674
H: 3.233 -1.960 -1.970
H: -5.144 7.398 2.132
H: -0.794 -7.508 1.318
H: -5.611 5.697 2.009
H: -2.956 6.798 3.101
H: -4.430 4.621 0.342
H: -3.444 5.138 3.300
H: 0.084 -0.856 0.789
H: 1.599 -8.068 1.857
H: 1.670 -6.684 2.936
H: -2.910 2.948 -0.688
H: 3.108 -7.490 0.240
H: -0.059 -4.991 0.727
H: -1.544 0.220 -3.070
H: 0.713 -3.114 1.939
H: -3.530 3.697 1.534
H: 0.066 2.434 -4.606
H: -0.513 -7.866 3.026
H: 3.892 -6.321 2.407
H: 3.068 -5.928 -0.528
H: -1.749 -0.906 -1.717

Output
- Lowest unoccupied orbital energy: 0.178 eV
- Multiplicity: 1
- Calculated total energy: -7498.334123 a.u.
- HOMO: -7.899 eV
- Max |F|: 0.0237 hartree/bohr

No. 3
Formula: C18H47IN4O3P3Pd
Source: OMol25
Level of theory: the ωB97M-V functional and the def2-TZVPD basis

Element x y z (Å)
I: -0.928 2.372 4.218
Pd: 0.819 0.738 -0.003
P: 1.311 -2.536 0.994
P: 0.126 2.732 -0.572
P: -1.245 -2.418 -0.413
O: 0.082 -3.188 0.038
O: -1.728 -1.395 0.533
O: 1.758 -1.250 0.386
N: 2.501 -3.655 0.764
N: -0.904 -1.976 -1.976
N: 0.766 -2.650 2.486
N: -2.395 -3.596 -0.615
C: 2.329 3.375 -2.157
C: 1.737 -2.218 3.534
C: -2.094 -4.764 -1.417
C: -2.385 4.262 -0.667
C: -2.406 1.946 0.225
C: -3.357 -3.833 0.448
C: -1.730 2.882 -0.780
C: 1.783 3.719 1.449
C: -0.557 -3.103 2.887
C: 3.446 -3.540 -0.323
C: 0.448 -1.684 -2.437
C: 0.510 4.071 0.675
C: 0.807 3.254 -2.240
C: 0.579 5.530 0.221
C: 0.139 0.714 3.386
C: -1.893 -1.082 -2.570
C: 0.207 4.424 -3.018
C: 2.450 -4.939 1.422
H: 0.474 -1.813 -3.524
H: -2.020 0.930 0.159
H: -2.248 4.670 0.336
H: -3.463 4.171 -0.828
H: 2.765 3.420 -3.159
H: -3.490 1.937 0.067
H: 0.702 4.506 -3.991
H: 0.729 6.175 1.092
H: -1.414 -4.492 -2.223
H: -1.901 2.486 -1.790
H: -3.032 -4.634 1.124
H: 1.752 2.688 1.801
H: 2.628 4.284 -1.629
H: -1.845 -1.170 -3.659
H: 1.427 5.694 -0.447
H: -0.326 3.966 1.380
H: -0.109 0.667 2.327
H: 3.461 -5.244 1.711
H: -0.856 4.282 -3.209
H: -2.004 4.988 -1.380
H: 4.450 -3.805 0.027
H: 2.064 -1.194 3.321
H: -0.938 -3.887 2.226
H: 2.030 -5.719 0.771
H: 0.596 2.345 -2.816
H: 0.339 5.377 -2.506
H: -4.318 -4.124 0.013
H: 2.749 2.520 -1.625
H: -3.016 -5.156 -1.857
H: 0.749 -0.660 -2.184
H: -1.701 -0.044 -2.283
H: 1.194 0.907 3.535
H: 2.622 -2.871 3.484
H: 1.901 4.389 2.305
H: 1.157 -2.370 -1.986
H: -0.448 -3.496 3.897
H: -1.286 -2.286 2.899
H: -3.489 -2.922 1.026
H: 1.847 -4.863 2.325
H: -0.161 -0.177 3.924
H: 3.465 -2.513 -0.680
H: 3.194 -4.207 -1.159
H: -2.226 2.290 1.248
H: 2.667 3.817 0.814
H: -2.896 -1.359 -2.244
H: -1.632 -5.562 -0.821
H: -0.322 5.865 -0.289

Output
- Lowest unoccupied orbital energy: 2.554 eV
- Net charge: -1
- Multiplicity: 1
- Calculated total energy: -2608.587710 a.u.
- HOMO: -2.683 eV
- Max |F|: 0.0085 hartree/bohr

No. 4
Formula: C18H48B3F12N3O6
Source: OMol25
Level of theory: the ωB97M-V functional and the def2-TZVPD basis

Element x y z (Å)
F: -0.630 1.682 5.229
F: -0.924 3.522 3.731
F: 0.272 1.939 -1.938
F: -2.134 -3.535 -0.912
F: -1.803 2.943 -2.071
F: 0.032 1.687 3.095
F: -0.781 -4.523 0.753
F: -0.874 -5.394 -1.394
F: -2.659 -5.581 -0.084
F: -0.269 2.715 -3.932
F: -2.168 1.527 3.608
F: 0.084 4.181 -2.272
O: -0.023 -2.885 4.288
O: 1.469 -0.620 1.221
O: 2.478 -4.198 -0.820
O: 1.458 3.852 0.864
O: -4.089 5.798 -0.719
O: 1.039 -3.933 -5.723
N: 0.278 -3.790 -2.894
N: -0.583 -0.829 2.663
N: -1.297 4.937 -0.113
C: 1.789 -4.577 -4.740
C: 1.193 -2.799 -2.230
C: 0.373 0.130 0.712
C: -4.360 5.956 -2.092
C: 0.968 -4.960 -3.554
C: -0.627 4.731 1.194
C: 2.890 3.809 1.006
C: 1.629 -3.103 -0.786
C: -1.645 -1.489 3.398
C: 2.545 -5.061 0.319
C: -0.885 -0.563 1.228
C: -1.655 6.373 -0.474
C: 2.778 -0.022 0.971
C: -1.062 -1.919 4.748
C: 0.746 -3.212 5.387
C: -3.178 6.729 -0.180
C: 0.792 -4.783 -6.843
C: 0.869 5.072 1.148
B: -1.638 -4.742 -0.350
B: -0.413 2.955 -2.588
B: -0.956 2.143 3.946
H: -0.384 -4.206 -2.168
H: -3.506 6.451 -2.621
H: -1.742 -2.378 5.466
H: 2.135 -2.765 -2.855
H: 0.198 -3.726 6.165
H: -5.248 6.590 -2.307
H: -0.707 4.581 -0.863
H: 2.670 -4.011 -4.455
H: 2.878 0.835 1.634
H: -1.178 5.290 1.953
H: 1.560 -5.467 -2.780
H: -0.943 -1.576 0.728
H: -0.325 -3.288 -3.490
H: 0.474 0.086 -0.325
H: -1.816 -0.053 1.153
H: 0.804 -1.816 -2.336
H: 1.576 -5.327 0.780
H: 3.104 4.035 2.056
H: -1.290 6.505 -1.476
H: 0.534 1.179 1.027
H: 1.308 5.591 2.071
H: 3.567 -0.726 1.210
H: -0.522 -1.081 5.184
H: 3.222 2.769 0.721
H: 1.532 -3.856 5.014
H: 3.301 -4.680 1.024
H: -3.368 7.715 -0.695
H: 0.120 -5.590 -3.832
H: 1.161 -2.290 5.830
H: 2.168 -2.229 -0.482
H: -2.439 -0.743 3.385
H: -1.236 7.106 0.172
H: -2.122 4.365 -0.160
H: -0.710 3.674 1.457
H: -4.526 4.958 -2.556
H: 0.024 -4.324 -7.457
H: 0.870 -3.234 -0.066
H: 0.481 -5.783 -6.551
H: 0.294 -1.364 2.643
H: 1.203 5.753 0.381
H: -0.320 0.060 3.129
H: -1.923 -2.372 2.805
H: 3.406 4.577 0.382
H: -3.287 6.621 0.887
H: 2.998 -5.948 -0.033
H: 2.885 0.376 -0.040
H: 2.339 -5.458 -5.153
H: 1.750 -4.987 -7.357

Output
- Lowest unoccupied orbital energy: 0.490 eV
- Multiplicity: 1
- Energy above the lowest of the compared OMol25 structures with the same formula, charge and spin: 1.477 eV
- Calculated total energy: -2603.819064 a.u.
- HOMO: -10.094 eV
- Max |F|: 0.0513 hartree/bohr